# 1
This record from OMol25 describes a molecular structure, C47H41Cl3F6IN8O4RbS2Sb. The level of theory is ωB97M-V/def2-TZVPD.

Expectation value of S²: 0.789
ΔE to the lowest compared entry with this formula, charge and spin (kJ/mol): 13.5
Total charge: -2
E_HOMO (alpha / beta) (eV): -2.584 / -2.583
Multiplicity: 2

XYZ file:
```
114
Properties=species:S:1:pos:R:3:forces:R:3
Rb 0.185 -2.381 -0.978 -0.5 0.9 -0.4
C -3.471 1.211 -2.961 0.0 0.0 0.0
C -2.303 2.153 -2.945 0.0 -0.1 0.0
C -2.463 3.488 -2.616 0.0 0.1 0.0
C -1.372 4.345 -2.563 0.0 0.0 0.0
C -0.110 3.842 -2.840 0.0 0.1 0.0
C 0.084 2.511 -3.181 -0.1 -0.1 0.0
C 1.464 1.982 -3.411 0.0 -0.1 -0.1
C -1.023 1.643 -3.247 -0.1 0.2 0.1
N -0.926 0.279 -3.454 0.1 -0.3 0.3
C -0.456 -0.160 -4.596 0.1 -0.1 0.0
O -0.072 0.488 -5.590 0.1 0.2 -0.3
C -0.407 -1.678 -4.745 -0.1 0.0 0.1
C 0.395 -2.226 -5.743 0.0 0.1 0.0
C 0.383 -3.592 -5.947 0.0 -0.1 0.0
C -0.461 -4.380 -5.181 -0.1 0.0 0.0
C -1.205 -3.750 -4.196 0.0 -0.1 -0.2
N -1.167 -2.444 -3.961 0.0 0.1 0.2
C -2.147 -4.543 -3.340 -0.2 -0.1 -0.2
O -2.828 -5.459 -3.791 0.1 0.1 0.1
N -2.078 -4.267 -2.016 0.2 -0.4 0.2
C -2.991 -4.372 -1.060 0.0 0.3 0.0
C -2.571 -4.924 0.196 0.0 0.1 0.0
C -1.167 -5.413 0.356 -0.1 0.1 0.0
C -3.481 -4.973 1.234 0.1 0.0 0.0
C -4.763 -4.468 1.079 0.0 0.0 0.0
C -5.174 -3.912 -0.133 0.0 0.0 -0.1
C -4.320 -3.854 -1.212 -0.1 0.0 0.0
C -4.723 -3.208 -2.500 -0.1 0.0 0.0
H -4.378 1.708 -2.614 0.0 0.0 0.0
H -3.265 0.345 -2.329 0.0 0.0 0.0
H -3.644 0.814 -3.962 0.0 0.0 0.0
H -3.456 3.859 -2.387 0.0 0.0 0.0
H -1.501 5.384 -2.290 0.0 0.1 0.0
H 0.754 4.496 -2.779 0.0 0.0 0.0
H 2.214 2.707 -3.091 0.0 0.0 0.0
H 1.609 1.735 -4.464 0.0 0.0 0.0
H 1.600 1.050 -2.858 0.0 0.0 0.0
H 0.997 -1.554 -6.338 0.0 0.0 0.0
H 1.017 -4.041 -6.703 0.0 0.0 0.0
H -0.534 -5.449 -5.311 0.0 -0.1 0.0
H -0.740 -5.733 -0.591 0.0 0.0 0.0
H -1.104 -6.227 1.077 0.0 0.0 0.0
H -0.560 -4.592 0.745 0.1 0.0 0.1
H -3.173 -5.385 2.187 0.0 0.0 0.0
H -5.449 -4.484 1.917 0.0 0.0 0.0
H -6.171 -3.497 -0.222 0.0 0.0 0.0
H -5.652 -2.652 -2.371 0.0 0.0 0.0
H -4.860 -3.961 -3.278 0.0 0.0 0.0
H -3.948 -2.522 -2.852 0.0 0.0 0.0
O -1.052 -1.836 1.377 0.2 -0.3 -0.1
N -1.969 -1.201 2.027 -0.1 0.0 -0.1
C -3.075 -0.834 1.347 -0.2 0.1 -0.1
C -4.084 -0.089 1.903 0.0 0.0 0.0
C -3.950 0.298 3.237 0.0 0.0 -0.1
C -2.834 -0.099 3.930 -0.1 0.0 0.1
C -1.804 -0.880 3.360 0.1 0.0 0.2
S -0.434 -1.375 4.222 0.1 -0.1 0.1
H -3.075 -1.166 0.318 0.0 0.0 0.0
H -4.937 0.184 1.299 0.0 0.0 0.0
H -4.710 0.897 3.722 0.0 0.0 0.0
H -2.699 0.166 4.970 0.0 0.0 0.0
F 1.952 -3.895 0.067 0.3 -0.3 0.1
Sb 2.848 -4.767 -1.366 0.5 -0.5 -0.2
F 3.201 -3.100 -2.201 -0.1 0.0 0.2
F 1.212 -4.782 -2.343 -0.1 0.0 0.1
F 3.762 -5.640 -2.779 -0.1 0.0 0.1
F 2.377 -6.444 -0.617 0.0 0.1 0.0
F 4.445 -4.715 -0.354 0.0 0.1 -0.1
Cl 1.367 5.809 9.029 0.0 0.0 0.0
C 1.241 5.074 7.456 0.0 0.0 0.0
C 2.334 4.416 6.918 0.0 0.0 0.0
C 2.219 3.848 5.661 0.0 0.0 0.0
C 1.037 3.921 4.930 0.0 0.0 -0.1
C 0.965 3.300 3.551 0.0 0.0 0.0
C 0.423 1.871 3.579 0.0 0.1 0.1
N 0.267 1.418 2.225 -0.1 -0.2 -0.1
C -0.827 1.632 1.422 -0.1 0.0 -0.1
C -0.485 1.169 0.190 -0.1 0.2 0.0
N 0.799 0.691 0.216 0.2 -0.1 -0.1
C 1.211 0.847 1.451 0.1 -0.1 0.1
O 2.243 3.225 2.951 0.0 0.0 0.2
C 2.588 4.364 2.181 0.0 0.1 -0.1
C 3.939 4.111 1.600 0.0 0.1 0.1
C 5.112 4.606 2.078 0.0 0.0 0.0
Cl 5.309 5.663 3.422 0.0 0.0 0.0
S 6.483 4.042 1.212 -0.1 0.0 0.0
C 5.479 3.109 0.178 0.0 0.1 0.1
C 4.167 3.239 0.494 0.1 0.0 0.0
C -0.039 4.581 5.513 0.0 -0.1 0.0
Cl -1.558 4.691 4.673 0.0 0.0 0.0
C 0.046 5.162 6.769 0.1 0.0 0.0
H 3.259 4.356 7.470 0.0 0.0 0.0
H 3.064 3.345 5.214 0.0 0.0 0.0
H 0.293 3.898 2.920 0.1 0.0 0.0
H -0.544 1.829 4.085 0.1 0.0 0.0
H 1.101 1.203 4.110 0.0 0.0 0.0
H -1.742 2.044 1.808 -0.1 0.0 0.0
H -1.073 1.148 -0.706 -0.1 0.0 -0.2
H 2.167 0.541 1.837 0.1 0.0 0.0
H 2.586 5.273 2.800 0.0 -0.1 0.0
H 1.853 4.488 1.375 0.0 0.0 0.0
H 5.920 2.505 -0.592 0.0 -0.1 -0.1
H 3.371 2.719 -0.013 -0.1 -0.1 -0.1
H -0.804 5.674 7.195 0.0 0.0 0.0
I 7.173 -0.508 -2.302 0.0 0.0 0.0
C 5.329 -0.564 -1.378 0.0 0.1 -0.1
C 4.210 0.153 -1.739 0.1 -0.1 0.0
N 3.258 -0.185 -0.857 0.1 0.1 0.0
N 3.688 -1.061 0.055 -0.2 -0.1 0.2
C 4.945 -1.314 -0.256 0.1 0.0 0.0
H 4.034 0.840 -2.545 0.0 0.1 -0.1
H 2.313 0.201 -0.740 -0.2 0.0 0.0
H 5.512 -2.035 0.303 0.1 -0.1 0.1
```
Positions in Å, forces in eV/Å.



# 2
This record from OMol25 describes a molecular structure, C47H41Cl4MoO5P2Si. The level of theory is ωB97M-V/def2-TZVPD.

Total charge: +3
E_HOMO (alpha / beta) (eV): -15.957 / -15.956
Multiplicity: 1

XYZ file:
```
101
Properties=species:S:1:pos:R:3:forces:R:3
Mo -0.570 -0.752 -0.507 2.7 1.2 2.0
O -0.463 -0.301 1.327 -0.1 -0.3 1.2
P 0.537 0.411 2.278 0.9 0.7 0.5
C 1.621 1.512 1.277 -0.4 -0.1 0.1
P 1.659 1.159 -0.569 1.2 1.9 0.8
O 1.356 -0.370 -0.571 -1.0 -1.5 -0.4
C 4.125 0.017 -0.325 0.0 0.2 0.1
C 3.726 1.276 -0.891 0.2 -0.2 -0.1
C 4.122 2.486 -0.229 0.2 0.1 0.3
C 4.673 2.431 1.021 -0.1 0.3 -0.3
C 4.872 1.185 1.646 0.1 -0.2 -0.3
C 4.595 0.001 0.987 0.0 0.0 0.2
C 4.068 -1.184 -1.132 0.0 -0.5 -0.3
C 4.585 -1.157 -2.435 0.0 0.1 0.3
C 4.633 -2.313 -3.187 -0.1 -0.1 -0.1
C 4.107 -3.494 -2.684 0.0 0.2 0.0
C 3.559 -3.522 -1.407 0.0 0.0 0.0
C 3.567 -2.388 -0.621 0.1 0.2 0.0
C -0.416 1.402 3.437 0.4 -0.4 -0.3
C -0.034 2.686 3.811 0.1 0.0 -0.1
C -0.801 3.390 4.721 0.1 0.1 0.0
C -1.938 2.814 5.267 0.1 0.0 -0.1
C -2.313 1.530 4.900 0.0 -0.1 0.0
C -1.554 0.818 3.989 0.0 -0.2 -0.1
C 1.578 -0.852 3.025 -0.4 0.3 -0.1
C 1.632 -2.139 2.494 -0.2 0.1 -0.2
C 2.479 -3.077 3.065 0.0 0.0 0.0
C 3.261 -2.729 4.157 -0.1 0.0 0.0
C 3.189 -1.452 4.695 0.0 0.1 0.0
C 2.350 -0.507 4.132 0.0 0.0 -0.1
H 2.625 1.428 1.706 -0.2 -0.1 0.0
H 1.299 2.550 1.388 0.0 0.0 0.0
H 3.679 1.324 -1.977 -0.1 -0.1 0.0
H 4.002 3.424 -0.751 -0.1 0.1 0.1
H 4.980 3.331 1.527 0.1 0.1 0.0
H 5.328 1.159 2.624 0.0 0.0 0.2
H 4.857 -0.943 1.437 0.0 -0.1 0.1
H 5.029 -0.250 -2.819 0.0 0.1 -0.1
H 5.085 -2.301 -4.166 0.1 0.0 -0.1
H 4.144 -4.389 -3.283 0.0 -0.2 -0.1
H 3.142 -4.440 -1.026 0.0 -0.2 0.1
H 3.166 -2.412 0.382 0.0 0.0 0.1
H 0.853 3.135 3.393 0.1 0.2 0.0
H -0.504 4.386 5.006 0.0 0.1 0.1
H -2.533 3.364 5.980 0.0 0.1 0.1
H -3.193 1.086 5.336 -0.1 -0.1 0.0
H -1.826 -0.184 3.689 -0.2 -0.1 0.1
H 1.004 -2.396 1.645 0.1 -0.1 0.2
H 2.530 -4.083 2.674 0.0 0.0 -0.1
H 3.917 -3.462 4.600 0.1 -0.1 0.1
H 3.776 -1.195 5.561 0.1 0.0 0.1
H 2.279 0.487 4.551 0.0 0.1 0.1
Cl -1.018 -7.233 -2.233 0.0 0.1 0.0
C -0.873 -5.542 -2.281 0.1 0.2 0.5
C -0.947 -4.875 -3.521 0.0 0.7 -0.2
Cl -1.179 -5.770 -4.950 0.0 0.1 0.1
C -0.832 -3.476 -3.594 0.0 -0.2 -0.1
Cl -0.849 -2.646 -5.079 0.1 -0.1 0.1
C -0.690 -2.765 -2.398 0.1 -1.3 0.5
O -0.664 -1.467 -2.206 -0.3 -0.5 -1.8
C -0.607 -3.443 -1.140 -0.2 -0.7 -1.5
O -0.504 -2.542 -0.174 -0.1 -2.9 0.8
C -0.681 -4.832 -1.076 0.0 0.0 -0.1
Cl -0.547 -5.659 0.409 0.0 0.2 0.2
C -3.147 4.426 -1.466 0.0 -0.3 -0.1
C -1.941 3.573 -1.071 0.0 -0.4 -0.1
C -0.719 4.033 -1.877 -0.1 -0.3 0.0
C -1.648 3.765 0.427 -0.1 -0.4 -0.3
Si -2.311 1.716 -1.430 -1.8 0.7 -0.2
O -0.896 0.838 -1.092 0.2 2.1 -1.4
C -2.866 0.865 -3.035 0.0 0.5 0.5
C -3.915 -0.065 -2.976 0.1 0.3 0.2
C -4.240 -0.842 -4.072 -0.1 -0.1 -0.1
C -3.543 -0.696 -5.260 -0.1 0.1 0.1
C -2.547 0.263 -5.358 0.0 0.1 0.0
C -2.205 1.030 -4.256 0.0 0.1 0.1
C -3.234 0.789 -0.017 0.2 0.4 -0.6
C -4.151 1.291 0.896 0.2 0.0 -0.2
C -4.730 0.463 1.849 0.0 -0.1 0.0
C -4.406 -0.884 1.905 0.2 -0.1 -0.1
C -3.497 -1.418 1.004 0.1 -0.3 -0.1
C -2.907 -0.573 0.066 -0.3 0.0 0.0
H -2.958 5.470 -1.226 0.0 0.1 0.0
H -4.044 4.115 -0.940 -0.3 0.0 0.1
H -3.339 4.348 -2.530 -0.1 0.1 -0.2
H -0.537 5.091 -1.693 0.0 0.1 0.0
H -0.884 3.904 -2.943 0.1 0.0 -0.2
H 0.175 3.472 -1.594 0.1 0.1 -0.1
H -1.338 4.793 0.604 0.1 0.1 0.0
H -0.855 3.089 0.762 0.1 0.1 0.1
H -2.530 3.579 1.034 0.0 0.0 0.2
H -4.504 -0.157 -2.075 -0.1 -0.1 0.1
H -5.053 -1.550 -4.000 -0.1 -0.1 0.0
H -3.790 -1.315 -6.109 -0.1 0.0 -0.1
H -2.042 0.419 -6.300 0.1 0.0 -0.1
H -1.423 1.769 -4.351 0.2 0.1 -0.1
H -4.443 2.328 0.849 -0.1 0.2 0.0
H -5.456 0.865 2.539 -0.1 0.1 0.1
H -4.874 -1.524 2.636 -0.1 -0.1 0.1
H -3.272 -2.479 1.012 0.0 0.0 0.0
H -2.375 -1.040 -0.818 -1.8 -0.2 -0.1
```
Positions in Å, forces in eV/Å.



Number 1: DFT total energy -160359.363 eV, strongest force on any atom 1.05 eV Å⁻¹. Number 2: DFT total energy -138020.695 eV, strongest force on any atom 3.58 eV Å⁻¹.